This record from the OMol25 dataset describes a cluster of 2 separate species, C4H12 in total in a non-equilibrium geometry. The level of theory is ωB97M-V/def2-TZVPD.

Calculated values
gap between HOMO and LUMO: 12.7 eV
structure (SMILES): CC.CC
relative energy (zero: lowest compared OMol25 entry of this formula, charge and spin): 19.63 kJ/mol
highest occupied orbital energy: -11.58 eV

Positions of all 16 atoms, in Å:
C -1.6383 1.5643 0.1885
C -1.2171 2.8867 -0.4731
H -2.2418 1.7333 1.0752
H -2.1170 0.8749 -0.5024
H -0.6870 1.0966 0.4556
H -2.0176 3.5443 -0.8148
H -0.6401 2.6817 -1.3788
H -0.5760 3.4333 0.2149
C 1.1416 -2.9080 -0.0305
C 1.6940 -1.5407 0.3122
H 1.3750 -3.2122 -1.0512
H 1.6399 -3.6978 0.5502
H 0.1051 -3.0590 0.2468
H 2.7773 -1.5039 0.4298
H 1.2715 -1.0963 1.2149
H 1.4827 -0.8280 -0.4910